Here is a molecular structure, C34H31MoN3OPSe2 from the OMol25 dataset. Energies are from ωB97M-V/def2-TZVPD.

Summary:
HOMO energy (spin up / spin down), eV: -10.03 / -10.11
Spin multiplicity: 3
Net charge: +1
Total energy, eV: -184113.3027
HOMO-LUMO gap (spin up / spin down), Eh: 0.23695 / 0.24238

```
73
Properties=species:S:1:pos:R:3:mulliken_spin:R:1
Mo -0.6047 0.6356 0.1215 1.927
C -1.1380 -3.7908 0.3525 -0.008
C -0.8591 -2.4911 -0.0934 0.027
N -0.5573 -1.3927 0.6415 -0.024
C -0.3700 -1.6681 2.0035 0.042
C -0.5291 -2.9686 2.5218 -0.019
C -1.0636 -3.9568 1.6962 0.032
C -0.1225 -3.1952 3.8948 0.004
C 0.4704 -2.1730 4.5640 -0.005
C 0.5597 -0.8569 4.0017 0.000
C 0.0543 -0.5584 2.7648 -0.018
N -0.1006 0.6514 2.1054 -0.034
C -0.2822 1.8315 2.8485 0.025
C -0.3674 1.9966 4.2583 -0.001
C -0.6016 3.2706 4.8036 -0.001
C -0.6051 4.3630 3.9939 -0.004
C -0.4961 4.2565 2.5653 -0.016
C -0.7735 5.2740 1.7270 0.009
C -1.0235 5.0851 0.4080 -0.006
C -0.9380 3.7813 -0.1272 0.018
N -0.6107 2.7386 0.6842 -0.007
C -0.3754 2.9778 1.9878 -0.016
H -1.4784 -4.5547 -0.3509 0.001
H -1.0218 -2.2252 -1.0865 -0.008
H -1.1322 -4.9672 2.1648 -0.001
H -0.2148 -4.1556 4.3626 0.000
H 0.8302 -2.3290 5.5596 0.000
H 1.0688 -0.0758 4.5710 -0.001
H -0.3504 1.1253 4.8494 -0.002
H -0.7616 3.4939 5.8571 0.000
H -0.8123 5.3637 4.3347 0.000
H -0.6956 6.2913 2.0461 0.000
H -1.0570 5.9038 -0.2999 0.001
H -1.1655 3.5519 -1.1830 0.000
Se 2.1188 1.0477 -0.0248 -0.007
P 1.8877 0.1051 -1.9884 -0.007
Se -0.2123 0.5062 -2.6096 0.002
C 2.0942 -1.6930 -1.8419 -0.001
C 1.6818 -2.4415 -2.9560 0.001
C 1.9818 -3.7630 -2.9966 0.002
C 2.5238 -4.4058 -1.8962 0.000
C 2.9406 -3.6592 -0.7927 0.000
C 2.7794 -2.2783 -0.7227 0.002
C 3.0588 0.5865 -3.2716 0.001
C 2.5304 0.9116 -4.5068 0.000
C 3.3812 1.1930 -5.5673 0.000
C 4.7664 1.0473 -5.3375 0.000
C 5.2558 0.7531 -4.0650 0.000
C 4.3867 0.6639 -2.9934 0.001
H 1.2468 -1.8775 -3.7920 -0.002
H 1.6671 -4.4270 -3.8113 0.000
H 2.5174 -5.4692 -1.8647 0.000
H 3.3831 -4.1139 0.0655 0.000
H 3.3031 -1.6681 0.0286 -0.003
H 1.4529 0.9369 -4.7108 -0.001
H 2.9965 1.5237 -6.5208 0.000
H 5.4609 1.3770 -6.1325 0.000
H 6.3116 0.8447 -3.8118 0.000
H 4.8255 0.6023 -1.9478 0.001
C -4.0153 -0.5021 1.0150 -0.002
C -3.7889 0.2800 -0.2457 0.018
C -3.8811 -0.5511 -1.5463 0.002
C -4.6934 1.4526 -0.4606 0.012
O -2.4020 0.7515 -0.1433 0.065
H -4.8134 -1.2275 0.8969 -0.001
H -4.1035 0.1457 1.9096 0.001
H -3.0612 -1.0382 1.2088 0.004
H -4.8911 -0.5664 -1.9449 0.000
H -3.4103 -1.5565 -1.4100 0.001
H -3.2570 0.0117 -2.2495 0.000
H -5.6984 1.0791 -0.7740 0.000
H -4.3324 2.1385 -1.1940 -0.003
H -4.8676 2.0474 0.4571 0.000
```

Here is C4H7NO in the gas phase from the OMol25 dataset. Energies are from ωB97M-V/def2-TZVPD.

Summary:
HOMO energy, eV: -10.01
Net charge: 0
Total energy, eV: -7797.8106
HOMO-LUMO gap, Eh: 0.40582
SMILES string: C[C@H]1CN1C=O

```
13
Properties=species:S:1:pos:R:3:nbo_charge:R:1
C 0.9347 -0.5984 1.4127 -0.612
C 0.5318 -0.1427 0.0352 -0.081
C -0.4890 -0.8569 -0.7480 -0.234
N -0.8334 0.3923 -0.0330 -0.495
C -0.9953 1.5184 -0.8710 0.554
O -0.1627 1.9553 -1.6277 -0.551
H 1.1911 0.2608 2.0399 0.218
H 1.8022 -1.2635 1.3761 0.215
H 0.1082 -1.1293 1.8950 0.216
H 1.2705 0.4104 -0.5446 0.225
H -0.4177 -0.7931 -1.8325 0.210
H -0.9597 -1.7541 -0.3521 0.208
H -1.9805 2.0008 -0.7499 0.125
```

Here is 2 unconnected molecules or ions with the total composition C5H11NO from the OMol25 dataset. Energies are from ωB97M-V/def2-TZVPD.

Summary:
HOMO energy, eV: -7.66
Net charge: 0
Total energy, eV: -8898.7298
HOMO-LUMO gap, Eh: 0.30970
SMILES string: C=CC(=C)NC.O

```
18
Properties=species:S:1:pos:R:3:nbo_charge:R:1
C -1.8175 2.4867 -1.9223 -0.367
C -2.0723 1.3635 -1.2399 -0.210
C -0.9816 0.5201 -0.7001 0.154
C 0.2981 0.9553 -0.6838 -0.569
N -1.3430 -0.6557 -0.1314 -0.590
C -0.4011 -1.4320 0.5936 -0.414
H -0.8867 2.4955 -2.4695 0.215
H -2.5579 3.2672 -1.9303 0.205
H -3.0432 0.9688 -0.9472 0.190
H 1.2226 0.3978 -0.6611 0.203
H 0.4838 2.0141 -0.8083 0.202
H -2.3022 -0.9207 -0.0124 0.390
H 0.4352 -1.7988 -0.0063 0.190
H 0.1432 -0.9040 1.3921 0.192
H -0.9055 -2.2047 1.1701 0.207
O 4.3844 -2.1658 3.0661 -0.959
H 5.2056 -2.6604 3.0350 0.480
H 4.1380 -1.7270 2.2555 0.479
```

The records above yield molecular weight values of 782.5, 85.1, 101.1 g mol⁻¹, respectively.